The following is a DFT calculation (ωB97M-V with the def2-TZVPD basis set) of 4 unconnected molecules or ions with the total composition C64H53BrN2O9.

Calculated values
strongest force on any atom: 0.517 eV/A
lowest unoccupied orbital energy: -1.05 eV
frontier orbital gap: 7.86 eV
SMILES: CCCCNc1c(CCC(C)C)c(CN)cc2c1C(=O)C(CC(=O)Br)=CC2=O.O=C1c2ccccc2C(=O)c2ccccc21.O=C1c2ccccc2C(=O)c2ccccc21.O=C1c2ccccc2C(=O)c2ccccc21
HOMO energy: -8.903 eV

The geometry in ORCA input format:
```
! wB97M-V def2-TZVPD RIJCOSX def2/J DEFGRID3
* xyz 0 1
C -2.66 -1.71 0.25
C -2.64 -0.20 0.50
C -2.01 0.61 -0.64
C -1.45 1.96 -0.19
N 0.02 2.00 -0.08
C 0.76 1.62 -1.23
C 0.95 2.50 -2.32
C 0.42 3.91 -2.24
C 1.54 4.95 -1.95
C 1.23 6.05 -0.93
C 0.59 5.53 0.35
C 2.54 6.81 -0.59
C 1.66 2.08 -3.44
C 1.94 2.95 -4.64
N 3.35 3.41 -4.70
C 2.20 0.80 -3.47
C 2.09 -0.04 -2.38
C 1.36 0.37 -1.25
C 1.32 -0.59 -0.10
O 0.40 -0.72 0.67
C 2.53 -1.47 0.05
C 2.87 -1.93 1.44
C 2.78 -3.43 1.55
O 1.80 -4.08 1.59
Br 4.54 -4.30 1.55
C 3.21 -1.84 -1.04
C 2.77 -1.36 -2.37
O 2.96 -2.00 -3.38
H -1.94 -2.01 -0.51
H -3.64 -2.05 -0.07
H -2.42 -2.26 1.16
H -2.08 0.02 1.41
H -3.67 0.13 0.62
H -1.26 0.00 -1.12
H -2.77 0.80 -1.40
H -1.83 2.18 0.81
H -1.84 2.75 -0.85
H 0.30 2.92 0.24
H -0.05 4.16 -3.19
H -0.37 3.97 -1.50
H 1.75 5.46 -2.90
H 2.45 4.43 -1.67
H 0.57 6.78 -1.41
H 0.46 6.35 1.07
H -0.39 5.10 0.18
H 1.23 4.77 0.81
H 2.55 7.11 0.45
H 3.40 6.16 -0.73
H 2.68 7.69 -1.22
H 1.72 2.38 -5.54
H 1.30 3.83 -4.65
H 3.91 2.85 -4.07
H 3.40 4.36 -4.34
H 2.75 0.46 -4.34
H 2.17 -1.50 2.15
H 3.87 -1.59 1.69
H 4.06 -2.51 -1.01
O 11.18 -1.17 -3.56
C 10.28 -0.82 -2.81
C 10.56 0.00 -1.60
C 11.87 0.38 -1.34
C 12.15 1.16 -0.23
C 11.13 1.56 0.62
C 9.82 1.17 0.37
C 9.54 0.39 -0.74
C 8.13 -0.03 -0.98
O 7.24 0.27 -0.21
C 7.84 -0.83 -2.20
C 6.54 -1.21 -2.47
C 6.23 -1.94 -3.61
C 7.25 -2.29 -4.49
C 8.56 -1.93 -4.23
C 8.86 -1.20 -3.08
H 12.66 0.07 -2.01
H 13.17 1.46 -0.03
H 11.35 2.18 1.48
H 9.02 1.47 1.03
H 5.76 -0.91 -1.77
H 5.21 -2.23 -3.81
H 7.02 -2.85 -5.38
H 9.36 -2.20 -4.91
O -9.35 -7.21 1.64
C -8.55 -6.44 1.15
C -8.85 -5.74 -0.14
C -10.07 -5.96 -0.76
C -10.38 -5.29 -1.93
C -9.47 -4.39 -2.48
C -8.25 -4.17 -1.87
C -7.93 -4.85 -0.70
C -6.60 -4.61 -0.07
O -5.81 -3.81 -0.52
C -6.30 -5.33 1.20
C -5.06 -5.12 1.80
C -4.78 -5.72 3.02
C -5.73 -6.53 3.63
C -6.95 -6.76 3.02
C -7.24 -6.16 1.80
H -10.77 -6.65 -0.31
H -11.34 -5.46 -2.41
H -9.72 -3.86 -3.39
H -7.53 -3.48 -2.30
H -4.33 -4.50 1.30
H -3.82 -5.56 3.48
H -5.50 -7.00 4.58
H -7.69 -7.41 3.48
O -4.82 3.65 1.98
C -4.37 2.88 2.81
C -3.52 3.37 3.93
C -3.26 4.73 4.03
C -2.49 5.21 5.08
C -1.98 4.33 6.03
C -2.23 2.98 5.93
C -3.00 2.49 4.88
C -3.24 1.02 4.79
O -2.75 0.25 5.58
C -4.11 0.53 3.68
C -4.38 -0.83 3.58
C -5.20 -1.30 2.57
C -5.76 -0.41 1.65
C -5.49 0.94 1.74
C -4.66 1.42 2.75
H -3.66 5.40 3.29
H -2.29 6.27 5.16
H -1.38 4.71 6.85
H -1.84 2.28 6.66
H -3.94 -1.50 4.30
H -5.40 -2.36 2.49
H -6.39 -0.79 0.86
H -5.91 1.64 1.03
*
```